# 1
{
  "formula": "C2HF3N2O",
  "method": "ωB97M-V/def2-TZVPD",
  "species": ["O", "N", "F", "N", "F", "C", "C", "F", "H"],
  "coordinates": [[3.649969, -0.128583, 1.467645], [3.301291, -0.000593, 0.374542], [3.715935, -1.298401, -0.381752], [2.757357, 0.866964, -0.255402], [2.675488, 0.593835, -1.559130], [-0.066045, 0.365926, 0.028065], [0.301466, 1.458985, 0.398885], [0.845997, 2.515733, 0.930508], [-0.793294, -0.322528, -0.234790]],
  "forces_ev_per_angstrom": [[-0.1, 0.7, 2.0], [2.2, -3.9, -0.3], [-0.7, 1.4, -0.3], [-0.6, 2.1, -0.9], [-0.1, -0.4, -0.7], [0.4, 2.5, 0.8], [0.2, -0.3, 0.6], [-0.6, -1.0, -0.8], [-0.6, -1.2, -0.5]],
  "nbo_charge": [-0.24, 0.59, -0.33, 0.14, -0.15, -0.41, 0.43, -0.26, 0.24],
  "de_lowest_ev": 7.776,
  "homo_lumo_gap_ev": 10.26,
  "total_energy_ev": -15260.3989,
  "charge": 0
}

# 2
{
  "formula": "C27H24BCo2F3O8S",
  "method": "ωB97M-V/def2-TZVPD",
  "species": ["C", "C", "C", "C", "C", "B", "C", "C", "C", "C", "C", "F", "F", "F", "C", "C", "O", "C", "C", "C", "C", "C", "C", "O", "S", "H", "H", "H", "H", "H", "H", "H", "H", "H", "H", "H", "H", "H", "H", "H", "H", "H", "H", "H", "H", "H", "O", "C", "Co", "C", "O", "C", "O", "C", "C", "C", "Co", "C", "O", "C", "O", "C", "O", "H", "H", "H"],
  "coordinates": [[-3.042351, 4.983968, -0.945117], [-2.405069, 4.099134, 0.104086], [-1.711517, 4.466591, 1.251846], [-1.275517, 3.380443, 2.050774], [-1.848769, 2.108738, 1.901941], [0.310138, -0.128864, -1.907223], [1.532031, 0.785551, -1.778457], [2.166025, 1.154188, -0.578505], [3.498114, 1.580278, -0.610536], [4.093290, 1.783444, -1.858086], [5.585683, 1.984744, -1.929276], [6.070426, 1.527721, -3.125495], [5.928951, 3.307175, -1.809788], [6.215373, 1.292722, -0.927821], [3.353233, 1.758794, -3.046372], [2.029950, 1.339708, -2.970329], [-0.057347, -0.992552, -0.866287], [-0.980380, -1.867328, -1.561242], [0.049464, -2.801813, -2.265318], [-1.874025, -2.582030, -0.571813], [-1.744294, -0.859656, -2.527717], [-2.053021, -1.336409, -3.935411], [-3.063984, -0.317792, -1.973149], [-0.764620, 0.196708, -2.720767], [-2.672776, 2.444138, 0.165308], [-3.580422, 5.820008, -0.446349], [-2.345546, 5.453090, -1.672911], [-3.804013, 4.450946, -1.560424], [-1.498316, 5.513396, 1.385014], [-0.463255, 3.417897, 2.775646], [1.631481, 1.175455, 0.370546], [4.078138, 1.742295, 0.309280], [3.822934, 2.026175, -3.999911], [1.387159, 1.436454, -3.842014], [-0.376874, -3.586115, -2.900719], [0.756523, -2.202727, -2.872161], [0.646368, -3.269440, -1.462981], [-2.608142, -3.204441, -1.103455], [-1.291609, -3.236222, 0.085870], [-2.416351, -1.874192, 0.068856], [-2.743560, -2.192141, -3.947428], [-2.540585, -0.494330, -4.453803], [-1.111474, -1.578870, -4.445333], [-3.815067, -1.127192, -1.922333], [-2.985570, 0.134174, -0.976252], [-3.488955, 0.445969, -2.646856], [-2.177125, -1.650177, 6.405278], [-1.297946, -1.913899, 5.707210], [0.108140, -2.303256, 4.696387], [1.198597, -0.986937, 5.201769], [1.941236, -0.137542, 5.448913], [0.433271, -3.599677, 5.883029], [0.675926, -4.402095, 6.688616], [-0.941333, -1.501421, 2.953096], [-0.678525, -0.488026, 2.136046], [-1.185502, 0.819782, 1.507098], [0.590141, -1.993949, 2.124228], [2.146665, -1.395238, 1.534441], [3.241188, -1.099015, 1.207639], [0.622963, -3.604016, 1.309620], [0.713103, -4.700258, 0.873685], [1.538193, -2.971414, 3.558035], [2.495181, -3.606180, 3.729398], [-1.921938, -1.982577, 3.091488], [-0.247646, 1.046046, 0.921798], [-1.846475, 0.312039, 0.714667]],
  "forces_ev_per_angstrom": [[-0.6, 0.5, -0.3], [-0.1, 0.1, 1.2], [0.0, 0.0, -1.0], [0.0, -1.4, 1.5], [-0.4, 2.5, -4.4], [-2.2, 2.1, 2.3], [0.2, 1.2, -0.4], [0.7, -0.1, -0.2], [-0.4, 0.3, -0.2], [0.3, -0.3, -0.1], [0.1, 0.0, 0.0], [0.0, 0.6, 1.1], [0.1, -1.2, -0.1], [-0.3, 0.8, -1.0], [0.1, 0.2, 0.4], [0.6, -0.3, -0.1], [0.2, 0.2, -1.1], [0.4, 0.0, -0.4], [-0.5, -0.2, 0.0], [-0.2, -0.2, 0.0], [-0.3, -0.2, -0.3], [0.1, -0.3, -0.2], [-0.3, 0.1, 0.4], [0.7, -1.0, 0.1], [-0.6, -0.8, 1.3], [0.4, -0.5, -0.3], [-0.1, -0.5, 0.7], [0.6, 0.2, 0.6], [0.4, 0.1, 0.4], [-0.2, 0.6, 0.1], [0.3, -0.7, -0.2], [-0.4, -0.1, -0.5], [-0.3, 0.0, 0.5], [0.1, -0.6, 0.0], [0.0, 0.1, 0.1], [-0.4, -0.3, 0.1], [-0.3, 0.1, -0.4], [0.2, 0.1, 0.1], [-0.2, 0.2, -0.3], [0.1, -0.2, -0.2], [0.3, 0.1, 0.0], [0.3, -0.4, 0.0], [-0.4, -0.1, 0.0], [0.4, 0.2, 0.0], [0.0, -0.2, -0.4], [0.4, -0.2, 0.2], [1.6, -0.5, -1.1], [-2.3, 0.7, 0.8], [0.5, 0.2, 0.2], [1.9, 2.8, 0.2], [-1.4, -1.7, -0.3], [0.5, -2.9, 1.3], [-0.5, 2.2, -1.9], [-3.0, -0.4, 0.3], [0.4, 0.0, 2.0], [2.4, -3.1, -1.8], [1.3, 0.0, -0.5], [4.7, 1.3, -1.8], [-4.2, -1.1, 1.4], [0.1, -4.3, -0.7], [-0.3, 4.5, 1.4], [-0.5, -0.1, 0.6], [0.0, 0.2, -0.6], [0.2, 0.4, 0.1], [-1.3, 0.3, 0.2], [0.9, 0.6, 1.1]],
  "nbo_charge": [-0.65, -0.16, -0.30, -0.19, -0.12, 1.16, -0.42, -0.09, -0.20, -0.14, 0.98, -0.33, -0.33, -0.32, -0.20, -0.15, -0.73, 0.24, -0.62, -0.63, 0.24, -0.62, -0.63, -0.71, 0.34, 0.23, 0.24, 0.23, 0.22, 0.22, 0.20, 0.24, 0.24, 0.23, 0.22, 0.21, 0.23, 0.22, 0.22, 0.22, 0.21, 0.22, 0.22, 0.22, 0.21, 0.22, -0.47, 0.59, -0.07, 0.51, -0.48, 0.56, -0.48, -0.54, 0.05, -0.57, 0.02, 0.58, -0.49, 0.58, -0.50, 0.42, -0.53, 0.23, 0.24, 0.27],
  "de_lowest_ev": 0.000,
  "homo_lumo_gap_ev": 7.56,
  "total_energy_ev": -139682.8162,
  "charge": 0
}

# 3
{
  "formula": "C18H14F3N2O4V",
  "method": "ωB97M-V/def2-TZVPD",
  "species": ["V", "O", "C", "C", "C", "C", "C", "C", "C", "N", "C", "C", "N", "C", "C", "C", "C", "C", "C", "C", "O", "H", "H", "H", "H", "H", "H", "H", "H", "H", "H", "H", "H", "H", "H", "F", "C", "F", "F", "C", "O", "O"],
  "coordinates": [[-0.198600, -0.117671, 0.045577], [0.482171, 1.222606, 1.162759], [1.553075, 1.970192, 0.958231], [1.534716, 3.304032, 1.389523], [2.624088, 4.124377, 1.196850], [3.786948, 3.642912, 0.591024], [3.831686, 2.331059, 0.184647], [2.726647, 1.482693, 0.341086], [2.834342, 0.111042, -0.085806], [1.844723, -0.686938, -0.196511], [2.040914, -2.080264, -0.540847], [1.155964, -2.857041, 0.413816], [-0.168886, -2.238587, 0.370343], [-1.182774, -3.001571, 0.616605], [-2.548542, -2.618202, 0.632379], [-3.533561, -3.595479, 0.891680], [-4.862650, -3.276629, 0.904810], [-5.245257, -1.947131, 0.653053], [-4.313899, -0.974938, 0.398918], [-2.934234, -1.277859, 0.384589], [-2.069220, -0.345249, 0.142833], [0.629324, 3.668234, 1.856117], [2.573970, 5.155951, 1.520936], [4.638323, 4.292623, 0.444043], [4.727444, 1.935751, -0.281271], [3.841873, -0.251303, -0.308816], [3.088385, -2.385621, -0.469356], [1.696568, -2.238096, -1.567145], [1.560140, -2.769214, 1.426697], [1.112186, -3.916240, 0.148006], [-0.987588, -4.055915, 0.829533], [-3.213583, -4.614391, 1.080076], [-5.609811, -4.032118, 1.102932], [-6.296169, -1.686929, 0.658786], [-4.600336, 0.049683, 0.201966], [-0.321802, 4.095015, -2.990171], [0.160950, 2.858734, -2.896148], [-0.049172, 2.245546, -4.073481], [1.490950, 2.952352, -2.723152], [-0.490609, 2.063372, -1.732623], [-1.388363, 2.548998, -1.091265], [0.079670, 0.912213, -1.591225]],
  "forces_ev_per_angstrom": [[0.0, 0.3, 0.7], [-0.4, -0.6, -0.7], [0.5, 0.3, 0.1], [-0.1, -0.1, 0.0], [0.1, 0.0, 0.0], [0.0, 0.1, 0.0], [0.0, -0.1, 0.0], [-0.1, 0.2, 0.1], [0.0, -0.2, 0.0], [-0.3, 0.2, 0.1], [0.0, 0.0, -0.1], [0.2, 0.0, 0.0], [-0.2, 0.4, -0.3], [0.2, -0.1, 0.0], [-0.2, 0.2, 0.0], [0.0, 0.0, 0.0], [0.0, 0.0, 0.0], [0.1, 0.0, 0.0], [0.0, 0.2, 0.0], [-0.4, -0.4, 0.0], [0.8, -0.1, 0.0], [0.0, 0.0, 0.0], [0.0, 0.0, 0.0], [0.0, 0.0, 0.0], [0.0, 0.0, 0.0], [0.0, 0.0, 0.0], [0.0, 0.0, 0.0], [0.0, 0.0, 0.0], [0.0, 0.0, 0.0], [0.0, 0.0, 0.0], [0.0, 0.0, 0.0], [0.0, 0.0, 0.0], [0.0, 0.0, 0.0], [0.0, 0.0, 0.0], [0.0, 0.0, 0.0], [0.0, 0.0, 0.0], [0.0, 0.0, 0.0], [0.0, 0.0, 0.0], [0.0, 0.0, 0.0], [-0.1, 0.3, -0.1], [0.0, 0.0, 0.0], [0.1, -0.5, 0.2]],
  "nbo_charge": [1.43, -0.68, 0.37, -0.22, -0.17, -0.26, -0.14, -0.22, 0.19, -0.45, -0.23, -0.23, -0.53, 0.21, -0.26, -0.13, -0.27, -0.17, -0.23, 0.40, -0.66, 0.23, 0.22, 0.22, 0.21, 0.18, 0.20, 0.21, 0.20, 0.20, 0.17, 0.21, 0.22, 0.22, 0.23, -0.31, 0.89, -0.32, -0.32, 0.69, -0.57, -0.72],
  "de_lowest_ev": 0.159,
  "homo_lumo_gap_ev": [7.45, 7.45],
  "total_energy_ev": -63906.1920,
  "charge": 0
}

# 4
{
  "formula": "C5H6N2O2",
  "method": "ωB97M-V/def2-TZVPD",
  "species": ["C", "C", "C", "C", "C", "N", "N", "O", "O", "H", "H", "H", "H", "H", "H"],
  "coordinates": [[3.392063, -0.901653, -0.217906], [1.381211, -0.241789, -0.224992], [-1.931763, 0.846420, -0.578305], [-1.770507, 1.069878, 0.846924], [-1.248624, -0.176154, 0.299597], [3.321486, 0.142448, -0.978976], [2.052144, 0.602645, -0.992395], [2.132412, -1.254635, 0.180281], [-1.636058, -1.409853, 0.291439], [4.320288, -1.540877, 0.010921], [-2.900083, 0.493235, -1.048436], [-1.261558, 1.476835, -1.304554], [-1.180945, 1.941752, 1.264597], [-2.658579, 0.938495, 1.433981], [-2.011486, -1.986746, 1.017825]],
  "forces_ev_per_angstrom": [[0.9, -0.6, -1.1], [-2.7, 1.4, -1.1], [1.6, -0.1, -4.2], [0.3, 1.5, 3.2], [1.3, 1.1, -1.6], [2.4, -0.3, 0.4], [-1.9, -0.8, 1.3], [0.8, -0.5, 1.5], [-1.0, -2.3, 0.1], [-2.0, 1.1, -0.4], [1.2, 0.6, 0.8], [-1.4, -1.3, 1.6], [-0.3, -1.4, -0.8], [-0.4, -0.1, 0.5], [1.2, 1.8, -0.2]],
  "nbo_charge": [0.23, 0.34, -0.47, -0.49, 0.51, -0.30, -0.41, -0.47, -0.66, 0.21, 0.23, 0.26, 0.27, 0.22, 0.52],
  "de_lowest_ev": 7.381,
  "homo_lumo_gap_ev": [8.25, 7.76],
  "total_energy_ev": -12350.2395,
  "charge": 0
}

# 5
{
  "formula": "C13H15NOS",
  "method": "ωB97M-V/def2-TZVPD",
  "species": ["C", "C", "C", "C", "N", "C", "O", "C", "C", "C", "C", "C", "C", "C", "C", "S", "H", "H", "H", "H", "H", "H", "H", "H", "H", "H", "H", "H", "H", "H", "H"],
  "coordinates": [[-2.801438, 0.258992, 4.857983], [-1.680841, -0.045803, 3.821596], [-0.308943, -0.057155, 4.448528], [-1.710380, 0.972158, 2.678415], [-0.936618, 0.543462, 1.511866], [-0.616333, 1.420369, 0.503330], [-0.886008, 2.589430, 0.727096], [-0.158149, 0.933928, -0.777610], [0.333577, -0.334857, -0.993420], [0.857402, -0.715351, -2.265919], [1.278948, -1.020631, -3.390907], [2.006203, -1.190385, -4.609265], [1.974940, -0.275673, -5.620919], [2.943413, -0.530571, -6.685519], [3.626452, -1.678245, -6.445689], [3.123521, -2.487897, -4.948038], [-2.877904, -0.525205, 5.634368], [-2.666045, 1.213230, 5.333859], [-3.732089, 0.300398, 4.294721], [-1.938069, -1.007450, 3.410108], [-0.153351, 0.928933, 4.886175], [-0.239975, -0.814510, 5.244219], [0.457803, -0.266128, 3.714209], [-1.329951, 1.925093, 3.030846], [-2.736010, 1.204090, 2.409713], [-0.877110, -0.466388, 1.278410], [-0.124166, 1.605709, -1.632548], [0.287258, -1.090259, -0.211345], [1.403943, 0.632180, -5.569745], [3.061661, 0.080195, -7.567224], [4.418261, -2.101657, -7.067292]],
  "forces_ev_per_angstrom": [[0.3, -0.7, -0.8], [-0.5, 0.6, 0.3], [-0.2, -0.4, 0.6], [0.0, 0.0, 0.1], [0.6, -1.9, -0.7], [-2.1, 0.6, 2.2], [0.6, 0.8, -0.9], [1.7, -2.5, -1.4], [-0.9, 1.7, 0.0], [0.7, -0.9, -2.6], [-0.4, 0.6, 2.8], [-0.3, 0.1, -0.2], [1.3, 0.1, -0.9], [-1.0, -0.5, 1.3], [0.0, -0.6, 0.5], [0.2, 1.1, -0.9], [0.1, 0.4, -0.4], [0.2, 0.5, 0.3], [-0.3, 0.0, 0.2], [0.1, -0.7, -0.3], [0.3, 0.0, 0.1], [0.0, 0.2, -0.2], [0.3, 0.1, -0.1], [0.4, 0.1, 0.0], [-0.3, -0.2, -0.4], [-0.3, 1.2, 0.6], [-0.1, 0.2, 0.5], [0.3, 0.1, -0.2], [-0.3, 0.1, 0.0], [0.1, 0.1, 0.1], [-0.4, 0.0, 0.3]],
  "nbo_charge": [-0.60, -0.22, -0.61, -0.21, -0.61, 0.61, -0.61, -0.23, -0.21, -0.06, 0.10, -0.32, -0.20, -0.26, -0.37, 0.43, 0.21, 0.20, 0.21, 0.19, 0.21, 0.21, 0.21, 0.22, 0.19, 0.38, 0.24, 0.22, 0.23, 0.23, 0.24],
  "de_lowest_ev": 0.016,
  "homo_lumo_gap_ev": 7.92,
  "total_energy_ev": -28094.9097,
  "charge": 0
}